C4H11N5 | ωB97M-V/def2-TZVPD

The HOMO energy is -0.2872 Ha. As for the calculated total energy: -11769.6243 eV. As for the energy above the lowest of the compared OMol25 structures with the same formula, charge and spin: 668.26 kJ/mol.

ORCA input file:
```
! RIJCOSX wB97M-V def2-TZVPD def2/J DEFGRID3
* xyz 0 1
C -1.629 1.304 -0.500
C 0.209 -0.464 -0.705
C 0.448 -0.570 0.688
C 0.758 -1.836 1.163
H -2.564 0.618 -0.706
H -1.761 2.231 -1.061
H -1.594 1.621 0.548
H -1.464 0.892 -3.078
H 0.391 1.467 -3.188
H 1.030 -1.106 -2.272
H 1.707 -1.909 1.661
H 0.283 -1.724 2.168
H 0.529 -2.742 0.588
H 1.599 1.486 2.752
H 0.790 -0.422 3.183
N -0.536 0.558 -1.255
N -0.499 0.741 -2.564
N 1.121 -1.314 -1.312
N 0.530 0.540 1.297
N 0.651 0.628 2.593
*
```

***

C4H11N5 | ωB97M-V/def2-TZVPD

Its structure (SMILES) is NC1=C[NH2+][C@@H](NC=[NH2+])N1. The HOMO energy is -0.5871 Ha. As for the calculated total energy: -11758.4146 eV. As for the energy above the lowest of the compared OMol25 structures with the same formula, charge and spin: 96.61 kJ/mol.

ORCA input file:
```
! RIJCOSX wB97M-V def2-TZVPD def2/J DEFGRID3
* xyz 2 1
N -1.294 -2.752 0.149
C -0.492 -1.789 -0.365
C -0.496 -1.360 -1.662
N 0.432 -0.221 -1.773
C 0.831 0.196 -0.397
N 0.358 1.484 0.098
C 0.183 1.657 1.370
N 0.088 2.834 1.932
N 0.328 -0.900 0.355
H -1.450 -3.227 1.125
H -1.850 -3.186 -0.600
H -0.703 -2.052 -2.553
H -0.132 0.546 -2.075
H 1.226 -0.499 -2.425
H 1.897 0.378 -0.258
H 0.497 2.208 -0.626
H 0.234 0.733 1.932
H 0.011 2.950 2.898
H -0.014 3.799 1.525
H 0.346 -0.801 1.350
*
```

***

C4H11N5 | ωB97M-V/def2-TZVPD

The HOMO energy (spin up / spin down) is -0.6248 / -0.6248 Ha. As for the calculated total energy: -11753.4398 eV. As for the energy above the lowest of the compared OMol25 structures with the same formula, charge and spin: 576.60 kJ/mol.

ORCA input file:
```
! RIJCOSX wB97M-V def2-TZVPD def2/J DEFGRID3
* xyz 2 1
C 0.678 -1.664 -0.368
C -1.256 3.369 2.113
C -0.184 2.889 1.316
C -0.421 1.765 0.544
N 1.315 -1.914 0.794
N 0.076 -2.695 -1.024
N 0.615 -0.403 -0.911
N -0.503 -2.426 -2.296
N 1.172 0.600 -0.274
H -1.189 4.428 2.521
H -2.053 2.824 2.521
H 0.750 3.319 1.194
H 1.868 -1.177 1.170
H -1.331 1.191 0.146
H 1.450 -2.834 1.138
H 0.525 -3.575 -0.730
H 0.548 -0.231 -1.961
H -0.281 -3.143 -2.911
H -1.616 -2.365 -2.266
H 1.597 1.307 -0.942
*
```

***

C4H11NO | ωB97M-V/def2-TZVPD

Its structure (SMILES) is C[C@H](N)[C@@H](C)O. The HOMO energy is -0.3311 Ha. As for the calculated total energy: -7863.7830 eV. As for the energy above the lowest of the compared OMol25 structures with the same formula, charge and spin: 74.35 kJ/mol.

ORCA input file:
```
! RIJCOSX wB97M-V def2-TZVPD def2/J DEFGRID3
* xyz 0 1
C 0.872 1.532 0.229
C 0.218 0.311 0.864
N 1.227 -0.698 1.108
C -1.025 -0.258 -0.013
C -0.737 -0.308 -1.505
O -1.427 -1.509 0.487
H 0.131 2.302 0.029
H 1.624 1.931 0.905
H 1.364 1.263 -0.702
H -0.185 0.583 1.847
H 1.625 -1.038 0.239
H 0.839 -1.479 1.623
H -1.742 0.519 0.300
H 0.179 -0.870 -1.707
H -0.635 0.689 -1.921
H -1.562 -0.809 -2.010
H -0.765 -2.162 0.228
*
```

***

C4H11NO | ωB97M-V/def2-TZVPD

Its structure (SMILES) is C=CC.NCO. The HOMO energy is -0.3449 Ha. As for the calculated total energy: -7861.6946 eV. As for the energy above the lowest of the compared OMol25 structures with the same formula, charge and spin: 275.85 kJ/mol.

ORCA input file:
```
! RIJCOSX wB97M-V def2-TZVPD def2/J DEFGRID3
* xyz 0 1
C -1.386 2.316 0.662
C -0.209 2.734 1.077
C 0.877 3.254 0.094
H -2.269 1.975 1.237
H -1.763 2.723 -0.377
H -0.093 2.691 2.233
H 0.350 4.010 -0.561
H 1.276 2.381 -0.544
H 1.651 3.814 0.786
N 0.099 -3.552 0.100
C 0.553 -2.676 -0.983
O -0.101 -1.391 -0.769
H 0.116 -4.513 -0.231
H 0.654 -3.546 0.977
H 0.436 -3.065 -1.987
H 1.624 -2.536 -0.977
H -0.877 -1.715 -0.204
*
```

***

C4H11NO | ωB97M-V/def2-TZVPD

Its structure (SMILES) is C=CCCN.O. The HOMO energy is -0.3050 Ha. As for the calculated total energy: -7860.8489 eV. As for the energy above the lowest of the compared OMol25 structures with the same formula, charge and spin: 357.44 kJ/mol.

ORCA input file:
```
! RIJCOSX wB97M-V def2-TZVPD def2/J DEFGRID3
* xyz 0 1
C 2.166 1.524 1.701
C 0.809 1.222 1.717
C 0.191 0.156 0.862
C 1.204 -0.749 0.370
N 0.482 -1.885 -0.300
H 2.584 1.642 0.621
H 2.688 2.033 2.545
H 0.035 1.964 2.063
H -0.304 0.757 0.041
H -0.573 -0.394 1.380
H 1.882 -0.189 -0.311
H 1.872 -1.196 1.136
H 0.888 -2.904 -0.141
H 0.700 -1.873 -1.339
O -3.970 0.070 -3.064
H -3.618 0.681 -3.732
H -3.992 -0.797 -3.549
*
```

***

C4H11NO | ωB97M-V/def2-TZVPD

Its structure (SMILES) is C/C=C(/C)N.O. The HOMO energy is -0.3061 Ha. As for the calculated total energy: -7863.5032 eV. As for the energy above the lowest of the compared OMol25 structures with the same formula, charge and spin: 101.35 kJ/mol.

ORCA input file:
```
! RIJCOSX wB97M-V def2-TZVPD def2/J DEFGRID3
* xyz 0 1
C 0.373 -1.929 -0.069
C -0.389 -0.764 0.567
C -0.805 0.387 -0.001
C -1.529 1.512 0.681
N -0.463 0.750 -1.329
H 0.525 -1.728 -1.122
H 1.237 -2.128 0.555
H -0.281 -2.802 -0.057
H -0.679 -0.944 1.598
H -2.502 1.609 0.191
H -1.026 2.472 0.571
H -1.715 1.325 1.737
H 0.032 0.019 -1.801
H 0.091 1.588 -1.419
O 2.447 0.015 -0.360
H 3.061 0.564 0.136
H 1.623 0.053 0.120
*
```

***

Copy entry 7 word for word.
C4H11NO | ωB97M-V/def2-TZVPD

Its structure (SMILES) is C/C=C(/C)N.O. The HOMO energy is -0.3061 Ha. As for the calculated total energy: -7863.5032 eV. As for the energy above the lowest of the compared OMol25 structures with the same formula, charge and spin: 101.35 kJ/mol.

ORCA input file:
```
! RIJCOSX wB97M-V def2-TZVPD def2/J DEFGRID3
* xyz 0 1
C 0.373 -1.929 -0.069
C -0.389 -0.764 0.567
C -0.805 0.387 -0.001
C -1.529 1.512 0.681
N -0.463 0.750 -1.329
H 0.525 -1.728 -1.122
H 1.237 -2.128 0.555
H -0.281 -2.802 -0.057
H -0.679 -0.944 1.598
H -2.502 1.609 0.191
H -1.026 2.472 0.571
H -1.715 1.325 1.737
H 0.032 0.019 -1.801
H 0.091 1.588 -1.419
O 2.447 0.015 -0.360
H 3.061 0.564 0.136
H 1.623 0.053 0.120
*
```

***

Look up the calculated total energy of the sixth one. -7860.8489 eV